(1)
Entry from the Open Molecules 2025 dataset: 2 unconnected molecules or ions with the total composition C4H5NO2 (ωB97M-V/def2-TZVPD).

Structure (XYZ):
```
12
Properties=species:S:1:pos:R:3:forces:R:3
O 1.78672 -2.41457 0.43474 -0.3 0.4 0.1
C 1.26600 -1.34996 0.64550 0.2 -0.2 0.0
C 0.12602 -0.12990 -1.12301 0.1 0.2 0.0
C -0.10716 -0.95960 0.12323 -0.1 -0.1 0.0
N -2.08209 1.78517 0.93827 0.7 0.7 -0.5
C -1.32620 2.44492 0.36859 -0.7 -0.6 0.5
O 0.54662 1.00280 -1.10457 -0.1 -0.4 0.0
H 1.78147 -0.55114 1.21068 0.1 -0.1 0.0
H -0.07075 -0.64369 -2.08147 0.0 0.1 0.0
H -0.68070 -1.85835 -0.11271 0.1 0.1 0.0
H -0.63134 -0.35314 0.87123 0.1 0.0 -0.2
H -0.60859 3.02746 -0.17048 -0.1 0.0 0.1
```
Forces are in eV/Å.

For the largest force on an atom, the calculation gives 1.12 eV/Å. The value obtained for the HOMO-LUMO gap is 10.6 eV. Its SMILES is O=CCC=O.C#N. Its energy relative to the best compared isomer or geometry (same formula, charge and spin) is 44.45 kcal/mol. The charge is 0.

(2)
Entry from the Open Molecules 2025 dataset: 6 unconnected molecules or ions with the total composition C32H60B2N10O3 (ωB97M-V/def2-TZVPD).

Structure (XYZ):
```
107
Properties=species:S:1:pos:R:3:forces:R:3
C 4.09320 1.03834 -1.36577 -0.3 -0.5 -1.2
C 3.53117 -0.01852 -2.52244 1.4 1.9 -1.0
N 2.11178 -0.45471 -2.34619 0.0 0.6 1.1
C 1.78127 -1.15474 -1.07142 -2.2 -0.4 1.0
C 1.33045 -0.14394 0.18220 -1.7 9.0 3.2
N 1.01531 0.96175 0.82594 2.8 -10.4 -5.8
B 2.86777 -2.23847 -0.50027 2.0 -1.1 1.4
O 3.46707 -3.37483 -1.22568 0.6 3.8 -0.1
N 3.36476 -2.02620 0.94983 0.7 -2.0 -0.9
C 4.79166 -2.59340 1.09181 0.5 -0.6 0.9
C 2.55165 -2.83663 1.93478 -1.3 -0.8 1.2
C 0.39682 -2.04187 -1.38840 -0.4 -0.5 -0.7
C 0.32021 -3.44884 -0.55317 -2.4 -6.3 5.1
N 0.08147 -4.51021 0.16174 2.3 9.6 -6.6
C -0.98146 -1.16513 -1.27956 -1.8 -1.2 0.3
C -1.81594 -1.42168 0.14742 -0.2 1.4 -0.1
C -3.06650 -2.47164 -0.01224 -0.6 0.5 -0.1
C -3.39746 -3.30842 1.36325 0.7 -0.1 -0.2
N -4.87291 -3.53394 1.61543 0.5 -0.3 -0.6
B 0.54685 -2.47634 -3.00182 1.4 -1.0 -2.3
O 1.35531 -3.68333 -3.38934 -0.7 3.9 -0.4
O -0.04806 -1.71803 -4.12556 -0.4 -2.8 1.5
H 3.31901 1.93806 -1.33486 1.7 -2.0 0.3
H 4.19596 0.48000 -0.33755 -0.2 1.4 -1.9
H 5.12094 1.44630 -1.79122 -2.1 -0.9 1.2
H 3.55304 0.62946 -3.52780 -0.1 -1.6 2.1
H 4.30799 -0.89738 -2.74655 -1.9 1.6 0.8
H 1.48429 0.39400 -2.48246 1.0 -1.6 0.3
H 4.31292 -2.98097 -1.64207 -1.8 -1.2 0.7
H 4.75350 -3.78485 1.15465 0.3 2.5 -0.5
H 5.26536 -2.25289 2.13261 -1.2 -0.5 -2.3
H 5.51392 -2.22284 0.24412 -1.5 -0.8 1.6
H 2.42069 -3.96580 1.57210 0.2 2.3 0.7
H 3.08246 -2.90544 2.98941 -0.9 0.4 -2.2
H 1.46822 -2.37965 2.13951 2.4 -0.9 -0.7
H -1.71299 -1.59301 -2.12087 1.6 1.0 1.7
H -0.86292 -0.01917 -1.53239 0.2 -2.4 0.7
H -1.09507 -1.65683 1.05238 -1.4 0.2 -2.0
H -2.30322 -0.36379 0.40004 1.1 -2.2 -0.4
H -2.92537 -3.16380 -0.95273 -0.1 1.2 1.9
H -4.03023 -1.80387 -0.23447 2.1 -1.5 0.4
H -2.95016 -2.69144 2.25811 -0.9 -1.2 -1.7
H -2.85910 -4.37046 1.36824 -1.0 2.4 0.0
H -5.45741 -2.72965 1.29499 0.9 -1.2 0.3
H -5.22789 -4.42114 1.19416 0.6 1.3 0.3
H 1.92437 -3.32271 -4.15665 -1.4 -1.1 1.5
H -0.55593 -2.36517 -4.72872 1.5 1.4 1.3
C -3.21864 -7.49379 5.53195 0.1 -0.1 0.0
C -4.31934 -6.50647 5.90690 0.2 -0.2 0.2
C -4.61724 -5.49746 4.79607 1.0 0.5 0.0
C -3.36996 -4.68286 4.49444 6.8 4.8 -1.9
N -2.33521 -4.00701 4.24409 -8.2 -5.5 2.2
H -2.26427 -6.98759 5.35599 -0.2 0.0 0.0
H -3.06018 -8.21203 6.34264 0.0 0.1 -0.1
H -3.48468 -8.05314 4.62763 0.1 0.1 0.1
H -4.02435 -5.97706 6.82118 -0.1 0.0 -0.2
H -5.23345 -7.06434 6.13846 0.0 0.2 -0.1
H -5.42102 -4.82211 5.10774 0.2 0.1 -0.2
H -4.94060 -6.01249 3.88501 0.2 0.2 0.0
C 3.62867 6.03519 -4.32553 -0.1 0.1 -0.1
C 4.18292 5.47740 -3.01840 -0.4 0.1 -0.1
C 5.54997 4.81162 -3.18781 -0.3 -1.0 -0.6
C 5.43722 3.64733 -4.15837 -0.3 -6.5 -5.2
N 5.34378 2.68140 -4.96360 0.7 7.6 6.3
H 3.46077 5.24449 -5.06352 0.1 0.1 0.1
H 2.66586 6.52594 -4.15127 0.1 0.0 0.0
H 4.31394 6.77252 -4.75934 -0.1 -0.1 0.0
H 3.46576 4.75565 -2.60856 0.1 0.1 0.0
H 4.26950 6.29321 -2.29219 0.1 -0.2 0.0
H 5.90955 4.44105 -2.22206 0.0 -0.2 -0.2
H 6.28311 5.53007 -3.57016 -0.3 -0.6 0.1
C 6.73967 8.79413 -7.69659 0.0 0.0 -0.1
C 6.94966 9.79269 -6.56269 -0.3 0.0 -0.3
C 8.00962 9.33748 -5.55768 -0.5 -0.8 0.4
C 7.58450 8.02344 -4.92297 -2.1 -7.4 3.7
N 7.23191 6.93325 -4.39637 3.2 9.3 -4.5
H 6.37255 7.83216 -7.32530 0.1 0.1 0.0
H 5.99595 9.17381 -8.40436 0.1 -0.1 0.1
H 7.67335 8.61955 -8.24358 -0.1 0.0 0.1
H 5.99371 9.95183 -6.04885 0.2 0.0 0.0
H 7.25060 10.75619 -6.98875 0.0 -0.1 0.2
H 8.13259 10.09218 -4.77372 0.0 -0.3 0.0
H 8.97696 9.20212 -6.05346 -0.1 -0.2 0.2
C -9.39582 -2.66888 2.64139 -0.1 -0.1 0.0
C -8.89510 -1.59135 3.59802 -0.1 -0.4 0.1
C -8.40591 -0.33472 2.87527 0.9 -0.4 -0.5
C -7.24853 -0.68900 1.95591 6.5 -1.6 -5.2
N -6.28834 -0.98284 1.19312 -7.9 2.7 6.1
H -8.59946 -3.02374 1.97964 -0.1 0.1 0.1
H -9.76137 -3.53488 3.20230 0.0 0.1 -0.1
H -10.21758 -2.29215 2.02154 0.1 -0.1 0.1
H -8.08514 -2.00828 4.20902 -0.1 0.2 -0.1
H -9.70645 -1.31818 4.28177 0.2 0.1 -0.1
H -8.07100 0.41121 3.60378 0.1 -0.1 -0.3
H -9.21424 0.10790 2.28322 0.2 -0.1 -0.1
C -1.95455 -0.30336 4.48832 0.0 -0.2 0.1
C -3.22798 0.31314 3.91803 0.1 -0.4 0.2
C -2.99685 1.69576 3.30508 0.2 0.5 0.9
C -2.47671 2.64856 4.36900 2.9 5.6 5.7
N -2.04514 3.43908 5.25159 -3.5 -6.3 -7.0
H -1.54666 0.29687 5.30770 0.0 0.0 -0.1
H -2.16167 -1.30080 4.88884 0.1 0.1 -0.2
H -1.18449 -0.39959 3.71426 -0.1 0.0 0.1
H -3.97748 0.38049 4.71611 0.0 0.1 -0.2
H -3.63377 -0.35541 3.15070 0.0 0.2 0.0
H -3.93508 2.08814 2.89880 0.2 0.1 0.1
H -2.27065 1.63751 2.48710 0.0 0.1 0.2
```
Forces are in eV/Å.

For the largest force on an atom, the calculation gives 12.28 eV/Å. The value obtained for the HOMO-LUMO gap is 9.0 eV. Its SMILES is CCN[C@](C#N)(B(O)N(C)C)[C@@](C#N)(CCCCN)B(O)O.CCCC#N.CCCC#N.CCCC#N.CCCC#N.CCCC#N. The charge is 0.

(3)
Entry from the Open Molecules 2025 dataset: a single C11H13NOS molecule (ωB97M-V/def2-TZVPD).

Structure (XYZ):
```
27
Properties=species:S:1:pos:R:3:forces:R:3
C 3.17759 0.01154 -0.57780 0.7 0.0 0.4
C 0.56476 -0.17868 2.25492 0.1 -0.9 -5.3
C -0.29550 -1.05337 1.71485 -1.0 -0.1 3.9
C 1.42483 0.48647 1.16565 -1.8 -0.9 2.1
C -0.49116 -1.14071 0.31945 -1.2 -2.1 -3.5
C 1.91392 -0.37020 0.01973 0.1 3.1 -1.1
C -0.54586 0.15649 -0.42837 0.7 2.2 -0.8
C 0.70288 0.99520 -0.02530 0.4 -2.4 0.4
C -1.83805 0.91797 -0.09247 0.9 2.5 -0.9
C 0.91529 2.37645 -0.53100 -0.3 1.9 -0.3
C -1.84123 -2.36178 -1.36729 2.7 0.7 1.7
N 4.23057 0.34984 -0.93608 -1.3 -0.3 0.2
O -1.61109 -2.01212 0.02310 1.6 1.1 0.7
S 1.19755 -1.87483 -0.38979 -1.0 -0.6 0.4
H 0.87822 -0.30907 3.20360 0.8 0.3 3.2
H -0.91575 -1.70546 2.38838 0.7 0.5 -1.0
H 2.16748 1.08030 1.60285 1.1 1.1 0.2
H -0.32085 0.01583 -1.54202 -1.0 -0.1 1.3
H -1.87467 1.98797 -0.51143 0.7 -1.4 0.6
H -1.97698 1.00173 0.96109 0.3 0.1 1.0
H -2.76689 0.58421 -0.43360 -1.2 -1.5 -0.9
H 0.33906 3.26851 0.05583 1.1 -2.4 -1.1
H 0.60490 2.42754 -1.60484 0.2 0.2 0.8
H 1.99093 2.64636 -0.47520 -0.6 -0.2 -0.1
H -2.39046 -1.56172 -1.81352 -0.1 0.5 -0.8
H -2.45805 -3.20150 -1.19821 -0.5 -1.2 -0.8
H -0.78145 -2.53696 -1.78254 -2.0 -0.1 -0.2
```
Forces are in eV/Å.

For the largest force on an atom, the calculation gives 5.33 eV/Å. The value obtained for the HOMO-LUMO gap is 8.8 eV. Its SMILES is CO[C@]12C=C[C@@H]3[C@](C)([C@@H]1C)[C@]3(C#N)S2. Its energy relative to the best compared isomer or geometry (same formula, charge and spin) is 93.14 kcal/mol. The charge is 0.

(4)
Entry from the Open Molecules 2025 dataset: a molecular structure, C3H8LaO3 (ωB97M-V/def2-TZVPD).

Structure (XYZ):
```
15
Properties=species:S:1:pos:R:3:forces:R:3
O -0.93678 -1.17919 -1.23518 -1.0 -1.3 -0.2
C -0.80128 0.19250 -1.47275 0.6 0.3 3.5
C -0.54704 0.68851 0.24381 4.6 0.6 -2.9
O -2.64458 -0.05769 0.76641 -1.6 -2.2 -1.7
La -3.45900 -1.82779 -0.56690 3.6 3.0 1.3
H -1.49700 0.91670 -1.91294 -1.2 -0.9 0.4
H 0.05704 0.32579 -2.14294 0.6 0.3 1.0
H -0.21639 1.73783 0.16764 0.0 -0.2 0.0
H -0.51445 0.50693 1.33103 -1.4 -0.9 -0.6
O 1.10956 -0.29357 0.12860 -4.3 -0.1 -2.4
H 0.35062 -1.25314 -0.56605 -0.1 1.7 1.0
C 2.07371 -0.01512 1.11293 0.6 0.2 1.2
H 2.36976 1.04269 1.05010 -0.1 -0.3 -0.3
H 1.68551 -0.15444 2.13506 0.1 -0.3 -0.3
H 2.97033 -0.63001 0.96118 -0.4 0.0 0.0
```
Forces are in eV/Å.

For the largest force on an atom, the calculation gives 5.45 eV/Å. The value obtained for the HOMO-LUMO gap (alpha / beta) is 6.8 / 6.3 eV. The spin multiplicity is 2. Its energy relative to the best compared isomer or geometry (same formula, charge and spin) is 166.10 kcal/mol. The charge is +2.

What is the largest force on an atom in the fourth record?
5.45 eV/Å

Among the records above, which one has the highest largest force on an atom?
C32H60B2N10O3

The highest charge belongs to which entry?
C3H8LaO3

Among the records above, which one has the lowest largest force on an atom?
C4H5NO2